Entry 1:
This record from the Open Molecules 2025 dataset describes a molecular structure, C27H28N2O6OsSSi at a distorted geometry. The level of theory is ωB97M-V/def2-TZVPD.

Values from the calculation:
Frontier orbital gap (alpha / beta) (eV): 7.03 / 7.12
ΔE to the lowest compared entry with this formula, charge and spin (kcal/mol): 6.0
HOMO level (alpha / beta) (eV): -8.399 / -8.510
Net charge: 0
M (g mol⁻¹): 726.91

Last column: Mulliken charge in e.
CARTESIAN COORDINATES (ANGSTROEM)
Os: -0.71276 1.49120 0.10017  0.00
O: -6.49238 0.33142 1.39647  -0.53
C: -5.20586 0.64671 1.15649  0.95
C: -4.21616 0.54708 2.14133  -0.57
C: -2.93161 0.89362 1.79646  0.01
N: -2.65719 1.29925 0.56450  0.74
C: -3.57174 1.40314 -0.38886  0.50
C: -4.88577 1.08740 -0.12953  -0.83
C: -2.96159 1.88769 -1.68992  0.41
O: -3.63087 2.07446 -2.67327  -0.66
O: -1.65588 2.03289 -1.60885  -0.72
C: -1.70303 0.86593 2.68693  0.20
O: -1.74693 0.46616 3.81725  -0.63
O: -0.59755 1.28717 2.07109  -0.84
H: -6.60306 0.03096 2.30569  0.31
H: -4.42518 0.21262 3.14966  0.49
H: -5.63547 1.17281 -0.90324  0.63
C: 4.08493 -3.52043 1.52135  -1.83
C: 3.24680 -3.01994 0.33586  2.10
C: 1.80275 -3.47105 0.56009  -1.74
C: 3.77014 -3.64878 -0.96254  -1.61
C: 3.35474 -1.49931 0.22854  -0.10
C: 4.62941 -0.90072 0.20375  -0.49
C: 4.80036 0.46539 0.15772  -1.38
C: 3.66257 1.26402 0.11570  0.93
S: 3.54572 2.99636 0.17484  -0.40
C: 1.83344 2.87096 0.14294  0.96
N: 1.37082 1.64202 0.05337  0.53
C: 2.39371 0.69314 0.07790  -1.59
C: 2.23591 -0.69078 0.14643  0.85
C: 0.88126 3.95422 0.23443  0.66
C: 1.23473 5.30182 0.29845  -0.78
C: 0.23702 6.25143 0.38489  -0.75
C: -1.09895 5.85085 0.40053  -0.95
C: -1.43854 4.50995 0.33328  -0.47
C: -0.45641 3.52090 0.26244  0.24
H: 3.96827 -4.60112 1.62287  0.45
H: 3.75967 -3.05353 2.45275  0.41
H: 5.14802 -3.31666 1.39275  0.35
H: 1.77904 -4.55388 0.69427  0.52
H: 1.16122 -3.23224 -0.28910  0.03
H: 1.37418 -3.01224 1.45356  0.37
H: 3.70757 -4.73773 -0.90501  0.44
H: 4.81228 -3.37930 -1.14201  0.37
H: 3.18171 -3.31748 -1.82015  0.27
H: 5.51112 -1.52642 0.23932  0.43
H: 5.79006 0.90202 0.16898  0.38
H: 1.23225 -1.08715 0.14593  0.60
H: 2.27584 5.60333 0.27499  0.41
H: 0.48866 7.30234 0.43351  0.39
H: -1.87837 6.60021 0.46195  0.42
H: -2.48671 4.23104 0.33311  0.32
C: -2.80930 -1.29124 -2.46511  -1.28
Si: -1.28415 -1.66340 -1.44523  0.66
C: 0.04681 -2.21759 -2.65091  -1.10
C: -1.70240 -3.01699 -0.20155  -1.28
O: -0.73076 -0.37906 -0.60038  0.04
H: -3.02503 -2.14571 -3.11343  0.48
H: -2.66852 -0.42072 -3.10827  0.32
H: -3.69676 -1.12059 -1.85077  0.26
H: -0.00342 -3.29061 -2.85176  0.34
H: 1.04707 -1.98601 -2.27892  0.16
H: -0.07201 -1.69669 -3.60391  0.43
H: -1.22005 -3.96712 -0.44077  0.41
H: -2.78005 -3.19506 -0.17257  0.42
H: -1.38360 -2.73101 0.80355  0.34

Force components x, y, z for each atom (eV/Å):
Os -0.231 -0.843 0.606
O -0.001 -0.007 -0.001
C 0.005 0.004 -0.010
C 0.012 0.024 0.037
C -0.031 0.098 0.043
N 0.083 -0.021 -0.052
C -0.051 0.130 0.011
C 0.003 0.043 0.008
C 0.195 -0.351 -0.043
O -0.066 0.130 0.019
O 0.023 0.247 -0.257
C 0.062 -0.304 -0.114
O -0.029 0.114 0.028
O -0.078 0.282 -0.072
H 0.000 0.000 0.002
H -0.019 0.001 -0.004
H -0.008 -0.004 0.008
C -0.003 -0.001 -0.007
C -0.028 0.008 0.031
C 0.007 -0.003 -0.026
C -0.001 -0.012 0.008
C 0.029 -0.003 -0.023
C -0.003 0.006 -0.004
C -0.005 -0.024 -0.014
C 0.024 0.011 0.014
S 0.027 0.001 -0.006
C -0.033 -0.014 -0.019
N 0.052 0.084 -0.272
C 0.003 0.018 0.047
C -0.011 -0.012 -0.002
C -0.011 -0.016 -0.010
C -0.018 0.017 -0.004
C 0.005 -0.008 -0.001
C -0.007 0.005 0.002
C 0.000 -0.029 0.010
C 0.004 0.064 0.034
H 0.003 -0.002 0.000
H -0.006 0.001 -0.002
H 0.003 0.015 -0.005
H -0.004 -0.006 -0.007
H 0.030 0.007 0.009
H 0.002 -0.009 0.002
H 0.002 0.000 0.000
H 0.001 0.001 -0.005
H -0.004 0.002 0.003
H 0.007 -0.005 0.006
H -0.001 -0.001 0.005
H 0.035 0.016 0.009
H 0.001 -0.005 0.001
H 0.002 0.000 0.000
H -0.001 -0.001 0.001
H -0.006 0.010 0.001
C -0.017 0.006 0.038
Si -0.055 -0.084 -0.189
C 0.021 0.034 0.024
C 0.020 0.001 0.018
O 0.065 0.388 0.115
H 0.006 -0.015 0.015
H 0.005 -0.011 -0.015
H 0.000 0.013 0.003
H -0.014 0.001 -0.003
H 0.009 -0.025 0.018
H 0.005 0.016 0.007
H -0.014 0.008 -0.017
H 0.000 0.013 0.014
H 0.006 -0.003 -0.009

Entry 2:
This record from the Open Molecules 2025 dataset describes C27H28N4O3 in the gas phase at a distorted geometry. The level of theory is ωB97M-V/def2-TZVPD.

Values from the calculation:
Frontier orbital gap (eV): 8.33
SMILES string: C/C(=N\NC(=O)c1ccc(CN2CCOCC2)cc1)c1ccc(NC(=O)c2ccccc2)cc1
ΔE to the lowest compared entry with this formula, charge and spin (kcal/mol): 20.2
HOMO level (eV): -8.093
Net charge: 0
M (g mol⁻¹): 456.55

Last column: Mulliken charge in e.
CARTESIAN COORDINATES (ANGSTROEM)
C: -0.65721 -5.31012 0.60883  -1.84
C: -0.43293 -3.84544 0.33243  0.96
N: 0.70516 -3.30422 0.11832  -0.09
N: 1.85322 -3.99087 0.14092  -0.36
C: 3.07597 -3.46006 -0.17984  -0.01
O: 4.03641 -4.20502 -0.23845  -0.65
C: 3.15816 -2.00616 -0.45409  0.54
C: 2.39307 -1.05286 0.21042  -0.45
C: 2.56129 0.28879 -0.07709  -0.55
C: 3.48517 0.71091 -1.02705  1.21
C: 3.71683 2.18063 -1.27605  -1.98
N: 4.74644 2.77803 -0.43452  0.09
C: 4.43625 2.76224 0.98323  -0.37
C: 5.47850 3.60928 1.71568  -0.75
O: 6.78108 3.11992 1.50228  -0.39
C: 7.07809 3.09678 0.12629  -0.75
C: 6.07655 2.23707 -0.64700  -0.38
C: 4.24752 -0.24783 -1.68678  -0.35
C: 4.09433 -1.58866 -1.39776  -0.85
C: -1.58117 -2.93808 0.30434  0.30
C: -2.79778 -3.26888 0.90226  -1.09
C: -3.86264 -2.39426 0.86113  -0.70
C: -3.74908 -1.16098 0.22008  1.02
N: -4.87372 -0.33809 0.19124  -0.19
C: -5.00642 0.92608 -0.31574  0.63
O: -4.10043 1.57206 -0.79793  -0.63
C: -6.39402 1.46666 -0.20142  0.31
C: -7.52792 0.66915 -0.33003  -0.36
C: -8.78714 1.23516 -0.24017  -0.67
C: -8.92670 2.59508 -0.01689  -0.37
C: -7.80224 3.39625 0.09695  -0.53
C: -6.54265 2.83656 -0.00408  -0.43
C: -2.53285 -0.81448 -0.36717  -0.64
C: -1.47198 -1.69213 -0.32002  -0.61
H: 0.06935 -5.92147 0.07403  0.49
H: -1.64860 -5.60998 0.28277  0.45
H: -0.55960 -5.51758 1.67516  0.33
H: 1.86681 -4.99798 0.31512  0.22
H: 1.67560 -1.35569 0.95567  0.45
H: 1.95968 1.02132 0.44202  0.46
H: 4.02242 2.34061 -2.31401  0.51
H: 2.79446 2.74011 -1.09626  0.48
H: 3.44528 3.19515 1.13489  0.38
H: 4.44936 1.73999 1.39905  0.27
H: 5.31266 3.58004 2.79399  0.36
H: 5.40920 4.64894 1.36074  0.37
H: 8.08685 2.69007 0.03693  0.36
H: 7.05728 4.12130 -0.27575  0.37
H: 6.31087 2.27870 -1.71280  0.35
H: 6.15987 1.19269 -0.30057  0.29
H: 4.96470 0.06021 -2.43410  0.40
H: 4.69387 -2.33384 -1.89885  0.45
H: -2.91714 -4.20551 1.42484  0.38
H: -4.79756 -2.66712 1.33233  0.33
H: -5.69125 -0.73154 0.63728  0.18
H: -7.43785 -0.38854 -0.53728  0.42
H: -9.66325 0.61282 -0.34875  0.39
H: -9.91210 3.03033 0.05776  0.38
H: -7.90882 4.45833 0.25924  0.38
H: -5.65462 3.44590 0.06933  0.41
H: -2.43299 0.13893 -0.85771  0.53
H: -0.53164 -1.42872 -0.77741  0.51

Force components x, y, z for each atom (eV/Å):
C 0.241 0.189 -0.033
C 0.635 -0.466 0.029
N -0.508 0.499 -0.108
N -0.182 -1.239 0.287
C 0.121 -0.148 -0.023
O -0.015 0.094 -0.052
C 0.158 0.358 -0.106
C 0.062 -0.008 0.066
C 0.079 0.038 -0.070
C -0.029 -0.035 -0.032
C 0.037 0.081 0.011
N -0.010 0.036 -0.021
C 0.292 0.202 0.178
C -0.394 -0.027 0.069
O 0.082 -0.109 0.116
C 0.037 -0.164 -0.359
C 0.243 0.221 0.227
C -0.103 0.064 0.037
C -0.081 -0.202 0.089
C -0.445 0.433 -0.061
C 0.263 0.039 -0.120
C -0.114 0.219 -0.054
C 0.389 -0.264 -0.003
N -0.409 -0.144 0.145
C -0.057 -0.102 0.075
O 0.093 0.072 -0.004
C -0.259 0.221 -0.070
C 0.144 0.033 0.027
C -0.126 -0.013 0.027
C -0.051 -0.028 -0.019
C 0.001 0.029 0.009
C 0.128 -0.120 -0.011
C -0.051 0.206 -0.061
C -0.095 -0.300 0.146
H -0.011 -0.072 0.004
H -0.019 -0.051 0.006
H -0.018 -0.088 0.055
H 0.056 0.337 -0.047
H -0.015 0.032 0.007
H -0.053 0.088 0.066
H -0.099 -0.011 0.013
H 0.003 -0.045 -0.089
H -0.036 -0.022 0.049
H -0.051 0.081 0.002
H -0.044 0.042 -0.065
H -0.023 -0.069 0.056
H -0.051 0.044 -0.057
H 0.029 -0.087 0.004
H 0.037 -0.048 -0.024
H 0.027 0.057 -0.073
H 0.072 0.036 -0.077
H 0.049 -0.069 -0.023
H -0.011 -0.113 0.019
H -0.085 -0.021 0.048
H 0.137 0.188 -0.087
H 0.017 -0.073 -0.016
H -0.060 -0.041 -0.019
H -0.077 0.035 0.003
H 0.000 0.083 0.021
H 0.073 0.051 -0.012
H 0.003 0.013 -0.018
H 0.072 0.059 -0.076